[1]
{
  "formula": "C17H42N2O2",
  "method": "ωB97M-V with the def2-TZVPD basis set",
  "species": ["C", "C", "N", "C", "C", "C", "C", "H", "H", "H", "H", "H", "H", "H", "H", "H", "H", "H", "H", "H", "H", "H", "C", "C", "N", "C", "C", "C", "C", "H", "H", "H", "H", "H", "H", "H", "H", "H", "H", "H", "H", "H", "H", "H", "C", "O", "H", "H", "H", "H", "C", "C", "C", "O", "C", "H", "H", "H", "H", "H", "H", "H", "H"],
  "coordinates": [[3.121, 0.865, -2.826], [4.522, 1.333, -2.429], [4.694, 1.817, -1.070], [4.598, 0.745, -0.092], [4.817, 1.197, 1.343], [3.885, 2.966, -0.728], [3.866, 4.061, -1.782], [3.075, 0.743, -3.909], [2.324, 1.543, -2.519], [2.912, -0.105, -2.372], [5.207, 0.490, -2.569], [4.913, 2.090, -3.111], [3.609, 0.251, -0.160], [5.330, -0.029, -0.338], [3.992, 1.816, 1.696], [4.954, 0.341, 1.998], [5.708, 1.831, 1.405], [4.268, 3.413, 0.189], [2.829, 2.687, -0.532], [4.856, 4.438, -2.048], [3.317, 4.925, -1.389], [3.346, 3.785, -2.700], [-6.905, -1.383, -2.243], [-6.049, -0.121, -2.153], [-4.963, -0.234, -1.179], [-4.001, -1.223, -1.660], [-2.934, -1.662, -0.638], [-4.383, 1.086, -0.972], [-3.601, 1.281, 0.329], [-6.469, -2.154, -2.878], [-7.898, -1.164, -2.637], [-7.046, -1.802, -1.243], [-5.641, 0.104, -3.157], [-6.696, 0.713, -1.884], [-4.576, -2.115, -1.909], [-3.519, -0.877, -2.593], [-2.551, -2.635, -0.952], [-2.079, -0.993, -0.637], [-3.391, -1.748, 0.345], [-5.230, 1.773, -0.895], [-3.807, 1.396, -1.862], [-4.216, 0.979, 1.176], [-3.336, 2.336, 0.424], [-2.670, 0.721, 0.379], [0.102, -0.077, 4.625], [0.031, 0.555, 3.361], [0.623, -1.033, 4.532], [0.644, 0.554, 5.332], [-0.885, -0.278, 5.053], [-0.881, 0.728, 3.120], [0.610, -2.222, 0.949], [-0.056, -2.950, 2.123], [1.150, -3.498, 2.903], [2.283, -2.756, 2.502], [1.914, -1.753, 1.554], [0.001, -1.411, 0.554], [0.794, -2.944, 0.149], [-0.717, -3.750, 1.796], [-0.636, -2.246, 2.724], [1.311, -4.546, 2.637], [1.019, -3.390, 3.981], [2.719, -1.672, 0.824], [1.793, -0.792, 2.064]],
  "atomic_forces_ev_per_a": [[0.1, -0.2, 0.0], [0.4, 0.0, -0.2], [0.5, -0.1, 0.1], [-0.4, -0.2, 0.1], [0.2, 0.5, -0.2], [-0.4, 0.3, -0.2], [-0.2, 0.6, -0.1], [-0.1, 0.0, 0.0], [0.1, 0.1, 0.0], [-0.1, 0.0, -0.1], [0.0, 0.0, 0.1], [-0.3, 0.1, 0.0], [0.1, 0.1, 0.1], [0.1, 0.1, -0.1], [-0.1, -0.2, 0.1], [-0.1, 0.0, 0.1], [0.1, -0.2, 0.0], [0.0, -0.1, 0.1], [0.1, 0.0, 0.1], [0.1, -0.3, 0.0], [0.0, -0.2, 0.1], [0.1, -0.2, 0.0], [-0.1, -0.1, 0.2], [-0.1, -0.4, -0.4], [0.1, 0.0, 0.0], [0.1, -0.3, 0.4], [-0.3, 0.1, -0.8], [-0.2, 0.2, 0.3], [0.2, -0.1, -0.3], [0.0, 0.0, 0.0], [0.1, 0.1, -0.1], [0.0, 0.0, 0.0], [-0.1, 0.1, 0.1], [0.1, 0.1, 0.2], [0.0, 0.0, -0.1], [0.0, 0.0, 0.0], [0.0, 0.0, 0.1], [0.0, 0.1, 0.2], [0.2, 0.0, 0.1], [0.1, 0.1, -0.2], [0.2, 0.0, 0.1], [0.0, 0.1, 0.0], [-0.1, 0.0, 0.1], [0.0, 0.0, -0.1], [-0.2, -0.2, 0.3], [0.0, 0.1, -0.3], [0.1, 0.1, 0.0], [0.0, 0.0, -0.1], [0.0, 0.0, -0.1], [0.0, 0.0, 0.1], [-0.3, -0.4, -0.1], [0.1, 0.2, 0.0], [-0.5, 0.0, -0.2], [0.4, 0.2, -0.1], [0.2, 0.1, 0.1], [0.0, 0.0, 0.0], [0.1, 0.1, 0.0], [-0.1, 0.0, 0.0], [0.0, 0.0, 0.0], [0.1, -0.1, 0.2], [0.0, -0.2, 0.1], [0.0, 0.0, 0.0], [0.0, 0.0, -0.1]],
  "mol_weight_g_mol": 306.53,
  "gap_ev": 8.69,
  "e_homo_ev": -8.11,
  "smiles": "CCN(CC)CC.CCN(CC)CC.C1CCOC1.CO",
  "e_above_lowest_kcal_mol": 0.0
}

---

[2]
{
  "formula": "C17H42NO7S4V",
  "method": "ωB97M-V with the def2-TZVPD basis set",
  "species": ["O", "V", "O", "C", "C", "C", "C", "C", "C", "N", "O", "C", "C", "C", "H", "H", "H", "H", "H", "H", "H", "H", "H", "H", "H", "H", "H", "H", "H", "H", "H", "H", "C", "S", "O", "C", "H", "H", "H", "H", "H", "H", "C", "S", "O", "C", "H", "H", "H", "H", "H", "H", "C", "S", "O", "C", "H", "H", "H", "H", "H", "H", "C", "S", "O", "C", "H", "H", "H", "H", "H", "H"],
  "coordinates": [[0.960, -1.101, 1.164], [0.586, -0.899, -0.370], [1.293, 0.400, -0.873], [-3.251, 1.858, -1.562], [-2.642, 2.324, -0.251], [-3.579, 3.341, 0.405], [-3.583, 3.323, 1.880], [-3.581, 1.932, 2.503], [-2.366, 1.064, 2.081], [-2.461, 1.069, 0.560], [-1.535, 0.039, 0.001], [-2.655, -0.336, 2.664], [-1.040, 1.573, 2.690], [-1.260, 3.109, -0.440], [-2.539, 1.444, -2.276], [-3.674, 2.623, -2.213], [-3.966, 1.036, -1.568], [-4.601, 3.334, 0.027], [-3.309, 4.368, 0.161], [-4.422, 3.896, 2.276], [-2.661, 3.830, 2.164], [-4.512, 1.582, 2.058], [-3.643, 1.926, 3.591], [-2.998, -0.436, 3.693], [-1.844, -1.057, 2.559], [-3.353, -0.933, 2.076], [-0.669, 1.109, 3.603], [-0.815, 2.639, 2.694], [-0.210, 1.202, 2.088], [-1.157, 3.665, -1.372], [-0.450, 2.381, -0.469], [-0.816, 3.824, 0.252], [2.534, 2.654, 0.803], [4.199, 2.455, 1.537], [5.232, 3.319, 0.770], [3.928, 3.367, 3.066], [2.573, 2.454, -0.267], [2.153, 3.638, 1.079], [1.878, 1.951, 1.315], [3.940, 4.452, 2.959], [4.518, 3.180, 3.963], [2.922, 3.138, 3.416], [-1.876, -1.278, -4.578], [-0.116, -0.807, -4.085], [0.108, -1.064, -2.603], [0.910, -2.074, -5.005], [-2.018, -0.847, -5.569], [-2.504, -0.843, -3.801], [-2.073, -2.345, -4.476], [1.792, -2.321, -4.414], [1.068, -1.790, -6.045], [0.415, -3.045, -5.020], [4.049, -2.910, 1.048], [4.061, -2.073, -0.613], [2.518, -2.165, -0.689], [4.499, -0.450, 0.082], [5.000, -2.879, 1.579], [3.799, -3.951, 0.845], [3.315, -2.436, 1.700], [5.553, -0.358, 0.342], [3.899, -0.247, 0.969], [4.395, 0.449, -0.525], [1.310, -5.413, -0.876], [0.141, -4.327, 0.034], [0.034, -2.986, -0.707], [-1.339, -5.298, -0.629], [2.327, -5.091, -0.653], [1.210, -5.257, -1.950], [1.236, -6.478, -0.653], [-2.233, -4.903, -0.147], [-1.152, -6.317, -0.288], [-1.450, -5.232, -1.711]],
  "atomic_forces_ev_per_a": [[0.5, -1.1, 3.8], [-2.5, -0.4, 0.2], [2.3, 3.9, -1.9], [0.6, -0.3, -2.1], [1.8, 0.1, 1.0], [-1.1, 0.3, -0.6], [1.2, 0.1, 1.9], [0.0, 0.5, -0.7], [-1.1, 0.8, -0.6], [0.8, -1.9, 0.9], [-1.1, 1.4, 0.0], [0.3, -1.6, -1.2], [1.4, -0.4, -0.8], [0.8, -1.1, -0.9], [0.9, -0.1, 0.4], [-0.3, 0.7, 0.5], [-0.3, 0.2, 1.1], [-0.3, -0.8, -0.1], [0.5, 0.0, -0.5], [0.0, 0.2, 0.1], [0.1, 0.3, 0.5], [0.0, -1.2, 0.4], [-0.2, 0.3, 0.1], [0.1, 0.8, 0.2], [0.9, 0.6, 0.1], [-0.7, 0.7, -0.4], [-0.9, 0.1, 0.7], [-0.7, 0.3, 0.2], [-0.2, -0.4, -0.9], [-0.5, -0.1, -0.5], [-0.1, -0.6, -0.3], [-1.1, 0.1, 1.0], [0.3, 0.4, 1.0], [1.5, 1.5, -0.7], [-1.5, -1.2, 0.8], [-1.3, 0.5, 1.1], [-0.1, -0.1, 0.2], [0.2, 0.3, -0.4], [0.1, -0.5, -0.3], [0.1, 0.0, -0.7], [0.7, -0.6, -0.6], [-0.3, -0.2, -0.2], [1.1, -0.3, 0.9], [0.4, -0.4, 1.9], [-1.0, -0.5, -3.3], [-1.1, -0.8, 0.4], [-0.2, -0.2, 0.1], [0.1, 0.6, -0.2], [0.3, -0.1, -0.5], [0.2, 0.9, -0.1], [0.3, 0.3, 0.2], [-0.5, 0.0, 0.0], [1.3, -0.1, -0.1], [-3.0, 0.2, 2.5], [2.2, -0.1, -1.8], [0.2, 1.0, 0.3], [0.3, 0.0, -0.2], [-0.1, 0.1, 0.0], [-0.4, 0.2, -0.6], [0.2, -0.8, 0.2], [-0.2, -0.4, -0.1], [-0.6, -0.5, -0.8], [0.8, 0.6, -0.4], [-1.3, 1.3, -2.2], [-0.2, -3.1, 0.7], [0.6, 0.4, 1.1], [-0.1, 0.1, 0.2], [-0.4, 0.1, 0.0], [-0.4, 0.1, 0.3], [0.1, 0.1, 0.0], [-0.2, -0.1, -0.1], [0.4, 0.1, 0.1]],
  "spin_multiplicity": 2,
  "mol_weight_g_mol": 551.73,
  "gap_ev": [3.71, 4.32],
  "e_homo_ev": [-1.63, -2.25],
  "total_charge": -1,
  "s2": 0.755
}

---

[3]
{
  "formula": "C17H42NO7S4V",
  "method": "ωB97M-V with the def2-TZVPD basis set",
  "species": ["O", "V", "O", "C", "C", "C", "C", "C", "C", "N", "O", "C", "C", "C", "H", "H", "H", "H", "H", "H", "H", "H", "H", "H", "H", "H", "H", "H", "H", "H", "H", "H", "C", "S", "O", "C", "H", "H", "H", "H", "H", "H", "C", "S", "O", "C", "H", "H", "H", "H", "H", "H", "C", "S", "O", "C", "H", "H", "H", "H", "H", "H", "C", "S", "O", "C", "H", "H", "H", "H", "H", "H"],
  "coordinates": [[0.054, -1.809, 1.431], [0.415, -0.979, 0.101], [1.297, 0.186, 0.585], [-0.750, 2.072, 2.358], [-2.157, 1.790, 1.815], [-2.876, 3.050, 2.206], [-2.456, 4.206, 1.347], [-2.543, 3.932, -0.185], [-1.855, 2.620, -0.645], [-2.279, 1.546, 0.353], [-1.886, 0.243, -0.006], [-0.341, 2.932, -0.900], [-2.498, 2.382, -1.977], [-2.777, 0.715, 2.669], [-0.142, 1.168, 2.370], [-0.844, 2.382, 3.399], [-0.206, 2.889, 1.884], [-2.695, 3.267, 3.258], [-3.949, 2.922, 2.064], [-1.475, 4.629, 1.559], [-3.169, 5.023, 1.460], [-1.983, 4.792, -0.552], [-3.524, 4.342, -0.429], [-0.155, 3.549, -1.780], [0.223, 1.999, -0.919], [0.224, 3.406, -0.098], [-2.102, 2.915, -2.841], [-3.568, 2.590, -1.941], [-2.272, 1.392, -2.372], [-3.856, 0.695, 2.516], [-2.487, 0.789, 3.717], [-2.311, -0.217, 2.351], [-0.694, -4.083, -3.141], [-1.778, -3.596, -1.792], [-0.767, -2.794, -0.963], [-2.640, -2.347, -2.793], [-1.301, -4.435, -3.975], [-0.306, -5.025, -2.752], [0.084, -3.343, -3.330], [-3.548, -2.676, -3.299], [-1.950, -1.637, -3.249], [-2.954, -1.716, -1.961], [4.543, -2.107, 0.576], [3.277, -3.219, -0.117], [2.032, -2.338, -0.382], [4.001, -3.633, -1.746], [4.540, -1.180, 0.003], [5.555, -2.487, 0.717], [4.334, -1.649, 1.543], [3.122, -4.006, -2.271], [4.698, -4.455, -1.582], [4.424, -2.892, -2.425], [3.082, 0.157, -2.694], [1.602, -0.717, -3.418], [0.534, -0.751, -2.318], [1.219, 0.607, -4.647], [3.900, 0.077, -3.410], [3.242, -0.478, -1.822], [2.948, 1.188, -2.367], [2.212, 0.765, -5.068], [0.766, 1.486, -4.190], [0.526, 0.126, -5.338], [-0.109, -1.080, 5.382], [1.024, -0.470, 4.080], [2.090, 0.442, 4.694], [1.917, -2.062, 3.613], [-0.890, -0.374, 5.665], [0.446, -1.436, 6.251], [-0.514, -2.007, 4.977], [2.616, -2.102, 2.777], [1.157, -2.832, 3.480], [2.501, -2.340, 4.490]],
  "atomic_forces_ev_per_a": [[0.2, 1.6, -1.7], [-1.5, -4.0, 0.6], [0.8, 1.4, 0.2], [1.1, -0.8, -0.4], [0.0, 1.3, 1.8], [-1.0, 1.0, -0.9], [-0.2, 1.0, -0.9], [1.2, 1.8, 2.2], [-1.3, 2.3, -0.4], [3.5, -3.8, -1.2], [-0.7, 3.9, 0.8], [0.5, -1.2, 1.5], [-0.3, -1.6, -1.6], [0.6, -1.5, -0.9], [0.1, 0.2, -0.2], [-0.2, -0.1, 0.0], [-0.1, -0.3, -0.2], [-0.1, -0.2, -0.1], [-0.2, -0.1, 0.1], [0.1, -0.3, 0.4], [0.1, 0.2, 0.5], [0.6, -0.3, -0.6], [-0.6, -1.8, -0.8], [-0.5, -0.3, -0.1], [-0.1, -0.3, -0.8], [-0.7, 0.5, 0.4], [0.2, 1.0, 0.6], [0.0, -0.4, -0.1], [-0.5, -0.6, 0.5], [0.0, -0.2, 0.2], [-0.3, 0.6, -0.1], [-0.4, -0.4, 0.0], [-0.5, -2.0, 0.5], [1.8, 2.1, -1.0], [-1.3, -0.4, 0.0], [-0.3, 0.9, 2.1], [0.1, 0.6, -0.3], [0.8, 0.1, -0.1], [-0.4, 0.0, 0.0], [0.5, -0.1, -0.3], [0.2, -0.7, -0.7], [-0.7, 0.2, 0.2], [0.1, 1.3, 0.1], [-0.6, 1.2, 0.2], [1.4, -0.4, -0.3], [-0.7, -0.1, 0.0], [0.3, -0.3, -0.7], [-0.2, -0.5, -0.6], [-0.9, -0.8, 0.4], [0.0, -0.3, 0.1], [0.0, 0.1, 0.1], [0.1, 0.5, 0.7], [-0.7, -1.0, 0.0], [0.0, 1.7, 1.2], [0.7, 0.4, -0.6], [-0.2, -1.3, 0.7], [0.0, -0.1, 0.1], [0.4, 0.2, 0.0], [-0.5, -0.1, -0.2], [-0.3, 0.3, -0.4], [0.3, -0.1, 0.1], [0.1, 0.3, -0.2], [1.0, -1.3, -0.1], [1.8, 1.0, -0.2], [-1.5, -1.3, -0.5], [-0.7, -0.4, 1.6], [0.3, 0.1, -0.3], [0.2, 0.5, 0.2], [-0.5, 0.2, -0.2], [-0.5, 0.9, -0.2], [0.0, 0.1, -0.2], [0.0, 0.1, 0.2]],
  "spin_multiplicity": 2,
  "mol_weight_g_mol": 551.73,
  "gap_ev": [7.34, 6.42],
  "e_homo_ev": [-10.28, -10.28],
  "total_charge": 1,
  "s2": 0.755,
  "e_above_lowest_kcal_mol": 14.0
}